No. 1
Formula: C5H8N3O2
Source: the OMol25 dataset
Level of theory: ωB97M-V/def2-TZVPD

```
18
Properties=species:S:1:pos:R:3:forces:R:3
N -0.605580 -1.769633 0.421095 1.672 -0.661 -2.491
C -0.986890 -1.122461 -0.824249 -0.091 2.230 0.231
C -1.238253 0.201021 -0.881424 -1.473 -1.300 -2.043
N -1.508079 0.990595 0.246470 1.645 1.785 1.146
C -0.385275 2.010863 0.418323 -0.201 1.702 -0.202
C 0.820180 1.284978 0.200609 1.788 -0.861 -0.444
C 1.723171 0.522145 -0.023706 -0.751 1.355 0.003
N 2.598100 -0.549556 0.053370 1.828 2.835 0.231
O 3.778094 -0.402648 -0.048492 0.485 0.369 -0.597
O 2.072196 -1.554481 0.393196 -1.626 -4.092 0.733
H -0.684352 -1.090571 1.079223 -1.534 2.485 3.332
H -0.953043 -2.667764 0.677544 -0.802 -0.719 0.122
H 0.444897 -1.786271 0.450989 0.237 -0.622 -0.570
H -0.773623 -1.597926 -1.730084 0.233 -1.154 -0.925
H -1.289689 0.613165 -1.953061 -0.039 -0.406 1.681
H -2.374655 1.522624 0.311664 -0.088 -0.616 -0.596
H -0.272190 2.412024 1.450380 -0.754 -0.387 -0.401
H -0.365007 2.983899 -0.241851 -0.528 -1.942 0.791
```
Forces are in eV/Å.

Computed properties:
Charge: +1
SMILES string: [NH3+]/C=C\NCC#C[N+](=O)[O-]
Energy above the lowest of the compared OMol25 structures with the same formula, charge and spin: 7.154 eV
DFT total energy: -509.5686 a.u.
HOMO-LUMO gap: 9.851 eV

Results of the natural (NBO) charge analysis, in e, for atoms 1 through 5:
1. N -0.707
2. C -0.073
3. C 0.022
4. N -0.668
5. C -0.342

---

No. 2
Formula: C4HNO2
Source: the OMol25 dataset
Level of theory: ωB97M-V/def2-TZVPD

```
8
Properties=species:S:1:pos:R:3:forces:R:3
C -1.670721 -1.035161 -0.251517 -1.211 -0.362 -0.210
C 0.406487 -0.757561 -1.704946 1.197 0.435 0.282
C 1.128874 0.799814 0.024422 0.490 1.321 0.064
C 1.322218 1.286641 1.171102 -0.427 -1.825 -1.994
N -2.185800 -0.332126 0.490613 0.313 0.212 0.327
O 0.825920 -0.097357 -0.832555 -0.707 -0.793 -0.874
O 1.566512 1.814012 2.159111 0.390 1.217 2.126
H -1.393492 -1.678261 -1.056229 -0.044 -0.204 0.279
```
Forces are in eV/Å.

Computed properties:
Charge: 0
Energy above the lowest of the compared OMol25 structures with the same formula, charge and spin: 5.682 eV
DFT total energy: -357.9756 a.u.
HOMO-LUMO gap (alpha / beta): 8.284 / 8.286 eV

Results of the natural (NBO) charge analysis, in e, for atoms 1 through 5:
1. C 0.016
2. C 0.452
3. C -0.245
4. C 0.603
5. N -0.273

---

No. 3
Formula: C6H8N
Source: the OMol25 dataset
Level of theory: ωB97M-V/def2-TZVPD

```
15
Properties=species:S:1:pos:R:3:forces:R:3
C -0.313488 1.348626 -0.973157 0.768 -1.467 0.854
C -0.559723 0.282503 -0.218527 -0.916 -0.240 1.527
C -3.064973 -1.414959 1.119523 -0.770 -0.394 -0.308
C -2.060746 -0.885980 1.689426 1.133 0.883 -2.060
C 2.138621 0.939810 0.248591 -0.197 0.407 0.644
C 0.829838 0.719859 -0.338223 -0.874 0.919 -0.355
N 2.081520 0.065145 -0.952594 0.663 -0.800 -0.759
H -0.595953 2.144386 -1.615703 -0.306 0.441 -0.215
H -3.818868 -1.963473 1.684810 0.131 0.058 0.365
H -3.282402 -1.377733 0.060280 0.249 0.135 -0.079
H -1.376674 -0.588302 2.438166 0.274 0.115 0.452
H 2.652025 1.884773 0.110375 0.001 -0.076 -0.160
H 2.415849 0.438680 1.170840 0.000 -0.138 -0.150
H 2.471911 0.427083 -1.819113 -0.099 0.009 0.171
H 2.257388 -0.928547 -0.827796 -0.056 0.148 0.074
```
Forces are in eV/Å.

Computed properties:
Charge: +1
Energy above the lowest of the compared OMol25 structures with the same formula, charge and spin: 8.781 eV
DFT total energy: -287.6336 a.u.
HOMO-LUMO gap (alpha / beta): 7.711 / 7.702 eV

Results of the natural (NBO) charge analysis, in e, for atoms 1 through 5:
1. C -0.235
2. C -0.064
3. C -0.479
4. C 0.193
5. C -0.229